Record 1
ORCA calculation (ωB97M-V/def2-TZVPD) on a molecular structure, C34H45FGe2IrN2.

As for the energy above the lowest of the compared OMol25 structures with the same formula, charge and spin: 16.8 kJ/mol. Its expectation value of S² is 0.770. As for the frontier orbital gap (spin up / spin down): 7.06 / 7.57 eV. Its highest occupied orbital energy (spin up / spin down) is -0.257 / -0.297 Ha. The calculation puts the LUMO energy (spin up / spin down) at 0.07 / -0.51 eV. The calculation puts the electronic energy at -157553.279 eV. Its multiplicity is 2.

Structure (XYZ):
```
85
Properties=species:S:1:pos:R:3:lowdin_spin:R:1
Ir -0.05014 1.09187 0.01920 0.384
C 4.43690 3.25674 -0.92681 0.000
C 4.05395 3.16577 0.55593 0.000
C 4.20987 4.53303 1.21298 0.000
C 4.93157 2.13943 1.26791 0.001
N 2.63872 2.79597 0.75682 0.000
N 2.22319 1.60176 0.10447 0.024
H 5.41365 3.72952 -1.03801 0.000
H 3.70967 3.85881 -1.47883 0.000
H 4.50271 2.27351 -1.39798 0.000
H 5.25652 4.83735 1.21513 0.000
H 3.85229 4.50066 2.24285 0.000
H 3.63932 5.29359 0.67325 0.000
H 5.96596 2.48391 1.29918 0.000
H 4.92499 1.17479 0.75564 0.000
H 4.58298 1.99290 2.29133 0.000
H 2.04182 3.54253 0.41730 0.000
H 2.61974 0.81356 0.60359 0.004
H 2.55076 1.55456 -0.86069 0.000
F -4.77901 4.88248 -2.09795 0.002
C -3.59176 4.24435 -2.02679 0.006
C -2.57770 4.79539 -1.27825 -0.001
C -1.36138 4.12233 -1.21710 0.005
C -1.16220 2.91762 -1.88679 0.004
C 0.12327 2.18410 -1.75061 0.039
C -2.22076 2.39988 -2.64106 0.005
C -3.43457 3.05396 -2.71767 0.000
H -2.73834 5.72975 -0.75757 0.000
H -0.55526 4.54161 -0.62459 0.000
H 0.94599 2.87830 -1.55249 0.008
H 0.36033 1.56782 -2.61663 -0.001
H -2.08395 1.46005 -3.16319 0.000
H -4.26141 2.65524 -3.28989 0.000
C -2.14733 -0.01673 3.39992 0.003
Ge -2.59167 1.37072 2.08852 0.014
C -1.72766 3.05529 2.60759 0.001
C -4.52772 1.66591 2.11952 0.005
C -2.04646 0.75450 0.30227 0.019
H -2.69792 0.13330 4.32977 0.000
H -1.07941 -0.01731 3.62638 0.001
H -2.41546 -0.99622 2.99634 0.000
H -1.97383 3.31434 3.63912 0.000
H -2.06823 3.86681 1.96082 0.000
H -0.64265 2.97668 2.52049 0.001
H -4.84784 2.05357 3.08792 0.001
H -5.05411 0.72855 1.93161 0.000
H -4.81701 2.37984 1.34658 0.000
H -2.64795 1.27049 -0.44752 0.001
H -2.27115 -0.30866 0.24782 0.000
C 0.53607 -0.61747 0.32858 0.358
Ge 0.13221 -2.42656 -0.21735 0.049
C 0.93346 -3.55096 1.16737 0.000
C 0.49586 -3.42626 2.48886 0.001
C 1.07110 -4.17386 3.50664 0.000
C 2.10409 -5.05599 3.21863 0.000
C 2.56003 -5.18080 1.91474 0.000
C 1.97987 -4.43112 0.89857 0.000
C -1.77780 -2.83578 -0.34677 0.012
C -2.53462 -2.25917 -1.36917 0.002
C -3.87448 -2.57511 -1.53109 0.000
C -4.48214 -3.47957 -0.66932 0.001
C -3.74340 -4.06564 0.34674 0.000
C -2.39879 -3.74720 0.50426 0.002
C 0.88680 -2.89482 -1.95224 0.005
C 1.56781 -1.97271 -2.74235 0.003
C 2.10461 -2.34276 -3.96964 0.000
C 1.96894 -3.64825 -4.41709 0.000
C 1.28672 -4.57871 -3.64288 0.000
C 0.74635 -4.20184 -2.42210 0.000
H 1.16706 -0.57599 1.24143 0.036
H -0.30568 -2.73463 2.73108 0.001
H 0.71620 -4.06584 4.52405 0.000
H 2.55551 -5.64040 4.01042 0.000
H 3.37178 -5.86072 1.68741 0.000
H 2.34769 -4.53868 -0.11565 0.000
H -2.07179 -1.54957 -2.04775 0.000
H -4.44648 -2.11738 -2.32865 0.000
H -5.52890 -3.72719 -0.79258 0.000
H -4.21141 -4.77465 1.01843 0.000
H -1.83338 -4.22186 1.29753 0.000
H 1.67313 -0.94875 -2.39683 0.002
H 2.62636 -1.61337 -4.57701 0.000
H 2.39016 -3.94127 -5.37036 0.000
H 1.17358 -5.59685 -3.99379 0.000
H 0.20216 -4.93251 -1.83200 0.000
```

***

Record 2
ORCA calculation (ωB97M-V/def2-TZVPD) on 2 unconnected molecules or ions with the total composition C5H14 in a non-equilibrium geometry.

As for the energy above the lowest of the compared OMol25 structures with the same formula, charge and spin: 159.7 kJ/mol. Its expectation value of S² is 0.754. As for the frontier orbital gap (spin up / spin down): 13.49 / 3.85 eV. Its highest occupied orbital energy (spin up / spin down) is -0.597 / -0.542 Ha. The calculation puts the LUMO energy (spin up / spin down) at -2.75 / -10.89 eV. Its charge is +1. The calculation puts the electronic energy at -5399.450 eV. Its multiplicity is 2.

Structure (XYZ):
```
19
Properties=species:S:1:pos:R:3:lowdin_spin:R:1
C 0.81809 2.16072 1.85477 0.097
C 1.47714 1.82216 0.54270 0.155
H -0.07206 1.56450 2.16098 0.005
H 1.37875 2.13328 2.83278 0.035
H 0.54569 3.31030 1.82469 0.039
H 2.35405 2.50084 0.23373 0.003
H 0.75731 1.68785 -0.35038 0.048
H 1.76675 0.74949 0.50383 0.048
C -0.19816 -1.33584 -0.45586 0.103
C -0.62212 -2.66119 -1.19429 0.118
C -1.39099 -0.43408 -0.77988 0.188
H -0.12097 -1.46892 0.72842 0.014
H 0.73426 -1.02487 -0.85348 -0.001
H -1.86605 -2.66084 -1.10605 -0.001
H -0.11802 -3.58071 -0.86250 0.019
H -1.13734 0.65470 -0.60519 0.088
H -1.56419 -0.20240 -1.82309 0.033
H -0.41436 -2.54365 -2.32094 0.004
H -2.32777 -0.67136 -0.33022 0.003
```